1.
Molecular formula: C9H14NO
Method: DFT, the ωB97M-V functional and the def2-TZVPD basis

Output
Total charge: +1
HOMO energy (Eh): -0.4740
SMILES: C[NH2+][C@H](OC)c1ccccc1
HOMO-LUMO gap (eV): 9.91
Energy relative to the best compared isomer or geometry (same formula, charge and spin) (eV): 0.576
Calculated total energy (eV): -13090.13132

Geometry as XYZ:
```
25
Properties=species:S:1:pos:R:3:nbo_charge:R:1
O -1.216 -1.148 0.503 -0.50
N 0.416 0.358 1.689 -0.60
C 0.555 -1.021 -1.661 -0.16
C 1.455 -0.864 -2.748 -0.20
C 1.257 1.532 -2.545 -0.21
C -0.652 0.057 0.341 0.35
C 1.810 0.428 -3.163 -0.17
C -2.469 -1.307 1.171 -0.26
C 0.030 0.362 3.128 -0.43
C 0.148 0.129 -0.916 -0.17
C 0.376 1.380 -1.496 -0.17
H 0.998 -0.478 1.525 0.43
H -0.072 2.250 -1.028 0.21
H -1.291 0.946 0.530 0.20
H 2.569 0.505 -3.949 0.24
H 0.554 1.155 3.657 0.24
H -3.295 -0.820 0.655 0.20
H 1.028 1.185 1.496 0.43
H -2.412 -0.926 2.200 0.18
H -1.069 0.508 3.294 0.23
H 1.855 -1.773 -3.220 0.24
H 0.330 -0.581 3.528 0.23
H 1.550 2.527 -2.894 0.24
H 0.240 -2.028 -1.318 0.24
H -2.697 -2.376 1.220 0.23
```

---

2.
Molecular formula: C9H14NO2
Method: DFT, the ωB97M-V functional and the def2-TZVPD basis

Output
Total charge: +1
HOMO energy (Eh): -0.4732
SMILES: COC(=[N+](C)C)C1(O)C=CC=C1
HOMO-LUMO gap (eV): 9.00
Energy relative to the best compared isomer or geometry (same formula, charge and spin) (eV): 2.043
Calculated total energy (eV): -15135.28248

Geometry as XYZ:
```
26
Properties=species:S:1:pos:R:3:nbo_charge:R:1
O 0.319 0.358 1.394 -0.46
O -0.100 1.264 -1.953 -0.68
N 1.298 -0.617 -0.389 -0.36
C -1.155 2.259 0.152 -0.16
C 2.556 -0.966 0.256 -0.44
C -0.632 1.018 -0.616 0.09
C 0.446 0.240 0.059 0.75
C 0.495 -0.803 2.235 -0.27
C 1.086 -1.477 -1.665 -0.38
C -1.879 0.143 -0.643 -0.26
C -2.391 2.023 0.565 -0.19
C -2.796 0.718 0.055 -0.15
H -2.003 -0.714 -1.259 0.24
H 0.654 -1.637 1.561 0.20
H -0.477 -0.946 2.781 0.22
H 1.133 -0.624 3.051 0.22
H -0.504 3.110 0.335 0.24
H 1.837 -1.114 -2.386 0.24
H 3.463 -0.758 -0.345 0.25
H -2.996 2.773 0.992 0.25
H 1.084 -2.472 -1.404 0.22
H 0.167 -1.144 -2.055 0.23
H 2.519 -0.363 1.280 0.24
H -0.929 1.542 -2.391 0.49
H 2.615 -2.098 0.284 0.23
H -3.810 0.285 0.105 0.24
```

---

3.
Molecular formula: C9H14NO2S
Method: DFT, the ωB97M-V functional and the def2-TZVPD basis

Output
Total charge: -1
HOMO energy (Eh): -0.1408
SMILES: CCO/C([O-])=N/C(=S)C(C)=C(C)C
HOMO-LUMO gap (eV): 7.31
Energy relative to the best compared isomer or geometry (same formula, charge and spin) (eV): 0.000
Calculated total energy (eV): -25979.84064

Geometry as XYZ:
```
27
Properties=species:S:1:pos:R:3:nbo_charge:R:1
S 1.164 1.267 3.092 -0.25
O -1.952 -1.079 0.245 -0.56
O -1.936 0.983 -0.496 -0.69
N -0.631 0.367 1.398 -0.64
C 2.273 -0.025 0.036 -0.05
C 3.299 0.017 -1.133 -0.65
C -3.073 -1.273 -0.653 -0.09
C 1.591 1.081 0.454 0.00
C 2.048 -1.322 0.600 -0.66
C 1.644 2.482 -0.128 -0.66
C -4.489 -1.104 -0.013 -0.64
C -1.426 0.227 0.291 0.88
C 0.561 0.911 1.663 0.08
H 2.383 2.689 -0.823 0.19
H -2.954 -0.522 -1.497 0.21
H 1.786 3.158 0.674 0.23
H -2.865 -2.233 -1.166 0.17
H 0.757 2.631 -0.772 0.23
H 2.467 -1.419 1.644 0.23
H -4.893 -1.924 0.723 0.20
H 1.025 -1.845 0.733 0.24
H -5.303 -1.200 -0.810 0.20
H 2.866 0.226 -2.096 0.20
H 3.906 -0.928 -1.369 0.21
H -4.485 -0.138 0.451 0.22
H 3.777 0.968 -0.947 0.22
H 2.462 -1.997 -0.103 0.19
```

---

4.
Molecular formula: C9H14NO3
Method: DFT, the ωB97M-V functional and the def2-TZVPD basis

Output
Total charge: -1
HOMO energy (Eh): -0.1831
HOMO-LUMO gap (eV): 8.30
Energy relative to the best compared isomer or geometry (same formula, charge and spin) (eV): 0.000
Calculated total energy (eV): -17192.81070

Geometry as XYZ:
```
27
Properties=species:S:1:pos:R:3:nbo_charge:R:1
O 2.626 2.104 2.513 -0.62
O 3.867 -0.131 -0.865 -0.71
O 4.446 -1.266 1.013 -0.67
N 2.633 0.290 1.025 -0.71
C 0.169 -1.068 -1.414 -0.60
C -0.041 -1.284 1.242 -0.62
C -0.254 -0.395 -0.001 -0.10
C 2.774 1.224 1.753 0.80
C 0.335 0.991 0.179 0.11
C -1.750 -0.251 -0.181 -0.58
C 3.891 -0.533 0.275 0.95
C 0.913 1.708 -0.972 -0.66
C 0.041 1.855 1.174 -0.48
H -2.278 0.333 0.562 0.21
H 1.837 1.274 -1.359 0.25
H -1.838 0.156 -1.180 0.19
H -0.596 -0.850 2.129 0.20
H 1.162 -0.883 -1.651 0.23
H -0.344 1.707 2.126 0.18
H 0.504 2.856 1.037 0.19
H -0.292 -2.284 0.989 0.20
H 1.347 2.815 -0.747 0.20
H -2.141 -1.236 -0.134 0.19
H -0.435 -0.645 -2.235 0.19
H 0.134 -2.108 -1.364 0.20
H 0.037 1.735 -1.665 0.19
H 0.997 -1.213 1.693 0.26
```

---

5.
Molecular formula: C9H14NO3Se
Method: DFT, the ωB97M-V functional and the def2-TZVPD basis

Output
Total charge: -1
HOMO energy (Eh): -0.1153
HOMO-LUMO gap (eV): 5.47
Energy relative to the best compared isomer or geometry (same formula, charge and spin) (eV): 0.000
Calculated total energy (eV): -82537.94859

Geometry as XYZ:
```
28
Properties=species:S:1:pos:R:3:nbo_charge:R:1
Se 1.006 1.225 3.005 -0.69
O -2.051 0.983 -1.980 -0.70
O -0.189 1.302 -3.720 -0.76
O 1.871 0.477 -3.880 -0.70
N -0.046 -0.185 -1.333 -0.29
C 0.323 -0.835 -2.594 -0.17
C -1.393 -0.889 1.284 -0.66
C -1.398 0.201 -1.065 0.42
C -1.993 -0.103 0.126 -0.24
C 0.890 -0.299 -0.424 0.26
C 0.707 0.471 -3.510 0.78
C 2.014 -1.070 -0.917 -0.51
C 1.571 -1.611 -2.302 -0.41
C -0.517 2.452 2.697 -0.78
H -1.362 1.306 -2.640 0.52
H 3.014 -0.614 -1.132 0.28
H 2.298 -1.581 -3.038 0.25
H 0.907 0.137 0.494 0.27
H -1.255 1.910 2.287 0.16
H 1.316 -2.678 -2.370 0.20
H -3.049 0.128 0.269 0.22
H 2.295 -1.750 -0.127 0.25
H -0.482 -1.465 -2.897 0.22
H -0.451 3.288 1.919 0.18
H -0.333 -1.152 1.123 0.21
H -2.058 -1.749 1.513 0.21
H -0.743 2.877 3.726 0.20
H -1.264 -0.118 2.026 0.28
```

---

6.
Molecular formula: C9H14NP
Method: DFT, the ωB97M-V functional and the def2-TZVPD basis

Output
HOMO energy (Eh): -0.3178
SMILES: C=NC1=C[C@@H](C)CC1.CC#P
HOMO-LUMO gap (eV): 8.85
Energy relative to the best compared isomer or geometry (same formula, charge and spin) (eV): 2.270
Calculated total energy (eV): -20334.54338

Geometry as XYZ:
```
25
Properties=species:S:1:pos:R:3:nbo_charge:R:1
P -1.942 2.687 1.444 0.49
N -0.340 -2.494 -0.648 -0.42
C -1.904 1.939 0.051 -0.51
C -2.279 1.349 -1.319 -0.72
C 0.338 -1.320 -0.319 0.15
C -0.191 -0.193 0.252 -0.20
C 1.212 0.829 1.955 -0.61
C 0.925 0.787 0.485 -0.27
C 1.749 -1.154 -0.801 -0.45
C 2.129 0.233 -0.262 -0.40
C -1.595 -2.692 -0.435 -0.03
H -1.391 0.729 -1.529 0.26
H -3.020 0.590 -1.109 0.23
H -1.921 -3.637 -0.751 0.17
H -1.034 -0.182 0.786 0.21
H 2.182 1.319 2.197 0.21
H 1.483 -0.254 2.242 0.21
H 0.712 1.796 0.049 0.22
H 2.242 0.954 -1.099 0.20
H 1.952 -1.185 -1.873 0.22
H -2.335 -1.930 -0.103 0.14
H -2.687 2.097 -1.894 0.24
H 0.372 1.295 2.556 0.22
H 2.969 0.388 0.429 0.21
H 2.375 -1.950 -0.306 0.22
```

---

7.
Molecular formula: C9H14O
Method: DFT, the ωB97M-V functional and the def2-TZVPD basis

Output
Total charge: -1
HOMO energy (alpha / beta) (Eh): 0.0406 / -0.1157
Spin multiplicity: 2
HOMO-LUMO gap (alpha / beta) (eV): 2.72 / 6.90
Energy relative to the best compared isomer or geometry (same formula, charge and spin) (eV): 2.069
Calculated total energy (eV): -11604.24930

Geometry as XYZ:
```
24
Properties=species:S:1:pos:R:3:nbo_charge:R:1
O 2.735 -0.585 2.130 -0.72
C 0.290 1.831 0.902 -0.32
C -0.889 1.044 0.932 -0.11
C -0.776 -0.207 1.592 -0.34
C 1.520 1.325 1.339 -0.50
C -2.160 1.307 0.452 -0.61
C 0.431 -0.789 1.981 -0.44
C 1.587 -0.011 1.772 0.31
C 0.590 -0.852 -2.499 -0.64
C -0.583 -1.909 -2.583 -0.62
H 0.293 -0.172 -1.710 0.24
H -2.570 0.416 -0.225 0.20
H 0.358 2.799 0.475 0.17
H -0.881 -2.118 -3.601 0.19
H -1.602 -1.545 -2.117 0.20
H 1.591 -1.294 -2.287 0.20
H 3.509 0.146 2.041 0.44
H -1.734 -0.758 1.766 0.17
H 2.297 2.085 1.236 0.18
H 0.720 -0.181 -3.378 0.18
H -2.678 1.671 1.375 0.22
H -2.312 2.174 -0.300 0.18
H -0.203 -2.768 -1.923 0.22
H 0.468 -1.606 2.630 0.19
```

---

8.
Molecular formula: C9H14O
Method: DFT, the ωB97M-V functional and the def2-TZVPD basis

Output
Total charge: -1
HOMO energy (alpha / beta) (Eh): 0.0359 / -0.1147
Spin multiplicity: 2
HOMO-LUMO gap (alpha / beta) (eV): 2.74 / 6.69
Energy relative to the best compared isomer or geometry (same formula, charge and spin) (eV): 2.756
Calculated total energy (eV): -11603.56223

Geometry as XYZ:
```
24
Properties=species:S:1:pos:R:3:nbo_charge:R:1
O -1.158 2.411 -0.985 -0.73
C -0.529 0.082 2.363 -0.05
C -1.473 -0.420 1.469 -0.38
C -0.986 1.570 0.079 0.31
C 0.281 1.237 2.036 -0.34
C -0.232 -0.844 3.488 -0.63
C 0.085 1.969 0.899 -0.41
C -1.711 0.328 0.283 -0.46
C 1.750 -1.597 -2.578 -0.65
C 1.021 -0.355 -3.310 -0.65
H 1.664 -2.564 -3.029 0.20
H -0.039 -0.213 -2.838 0.21
H -1.680 2.026 -1.830 0.44
H -1.080 -0.773 4.184 0.19
H 0.715 -0.458 -4.307 0.19
H 0.973 1.560 2.909 0.17
H 0.767 2.822 0.414 0.19
H -1.749 -1.472 1.489 0.17
H -2.364 0.011 -0.544 0.17
H 1.329 -2.134 -1.685 0.23
H 0.721 -0.820 3.987 0.20
H -0.570 -1.904 3.195 0.19
H 2.721 -1.141 -2.437 0.21
H 1.544 0.678 -3.252 0.21
```